Record 1
An isolated molecule of C20H24F2N4O3 in a non-equilibrium geometry. Source: OMol25; level of theory: ωB97M-V with the def2-TZVPD basis set.

Spin multiplicity: 1
LUMO level: 0.23 eV
Orbital gap: 8.6 eV
SMILES: CCCCn1c(-c2ccc(OC(F)F)cc2)nc2c1c(=O)[nH]c(=O)n2CC(C)C

```
53
Properties=species:S:1:pos:R:3:forces:R:3:nbo_charge:R:1
C -2.1186 3.4067 3.4635 -0.054 -0.206 -0.128 -0.60
C -2.0523 2.6068 2.1680 0.057 0.259 -0.026 -0.40
C -1.3675 3.4090 1.0644 -0.066 -0.387 0.029 -0.42
C -1.0646 2.6077 -0.2061 -0.312 0.763 -0.036 -0.21
N -0.2038 1.4763 0.0453 0.083 -0.562 -0.056 -0.29
C -0.4358 0.1520 -0.1411 0.418 0.328 0.195 0.39
C -1.6619 -0.4748 -0.6176 -0.414 -0.132 -0.214 -0.13
C -1.5316 -1.5546 -1.4899 -0.049 0.201 0.156 -0.08
C -2.6404 -2.2173 -1.9812 -0.173 -0.124 -0.080 -0.31
C -3.9066 -1.8098 -1.5852 0.015 0.054 0.071 0.29
O -5.0822 -2.3956 -2.0267 0.116 0.595 0.194 -0.49
C -5.0321 -3.6223 -2.5833 0.425 -1.211 -0.012 0.79
F -4.6375 -3.5797 -3.8832 0.152 0.273 -0.108 -0.35
F -6.2751 -4.1195 -2.5922 -0.276 0.104 0.149 -0.32
C -4.0529 -0.7472 -0.7014 -0.158 -0.199 -0.189 -0.24
C -2.9409 -0.0872 -0.2206 0.114 -0.115 -0.075 -0.18
N 0.6404 -0.5872 0.1048 0.229 -0.364 0.129 -0.50
C 1.6007 0.2798 0.4692 -0.885 1.116 -0.199 0.37
C 1.1141 1.5831 0.4370 0.508 -0.708 0.142 -0.11
C 1.9624 2.7032 0.7204 -0.124 -0.161 -0.049 0.66
O 1.7029 3.8891 0.6827 -0.001 0.232 -0.041 -0.62
N 3.2359 2.2602 1.0702 0.254 0.343 0.084 -0.64
C 3.7535 0.9773 1.1450 -0.098 -0.002 0.045 0.80
O 4.8992 0.7831 1.4784 0.376 -0.022 0.061 -0.63
N 2.8773 -0.0333 0.8234 0.133 -0.008 0.071 -0.42
C 3.3252 -1.4124 0.8046 0.048 -0.408 -0.215 -0.22
C 3.4714 -1.9538 -0.6229 0.179 0.000 0.079 -0.23
C 3.9034 -3.4157 -0.5604 -0.201 0.255 -0.010 -0.60
C 4.4777 -1.1259 -1.4168 -0.230 -0.077 0.093 -0.61
H -1.1178 3.6595 3.8052 0.094 0.056 0.069 0.21
H -2.6144 2.8328 4.2428 -0.037 0.022 0.126 0.21
H -2.6712 4.3309 3.3116 -0.051 0.127 0.042 0.20
H -1.5025 1.6791 2.3475 -0.048 -0.074 -0.037 0.20
H -3.0693 2.3471 1.8627 -0.008 -0.110 -0.015 0.19
H -1.9980 4.2532 0.7808 0.015 0.080 -0.024 0.21
H -0.4287 3.8158 1.4417 -0.045 0.060 -0.058 0.24
H -1.9785 2.2440 -0.6783 0.139 0.031 0.000 0.22
H -0.5457 3.2712 -0.9058 -0.116 -0.145 -0.012 0.23
H -0.5425 -1.8663 -1.7838 0.096 -0.043 -0.044 0.23
H -2.5056 -3.0276 -2.6804 -0.018 -0.047 -0.078 0.23
H -4.3679 -4.3398 -2.0630 -0.189 0.435 -0.083 0.12
H -5.0465 -0.4585 -0.3995 -0.124 0.029 0.062 0.23
H -3.0735 0.7051 0.4967 -0.005 0.090 0.062 0.22
H 3.9033 2.9896 1.2964 -0.115 -0.151 -0.043 0.43
H 4.2876 -1.4369 1.3197 -0.143 -0.041 -0.011 0.24
H 2.5913 -2.0100 1.3504 0.084 0.012 0.034 0.21
H 2.4912 -1.8917 -1.1062 0.062 -0.029 0.030 0.21
H 3.9847 -3.8289 -1.5625 0.031 -0.088 -0.081 0.21
H 3.1811 -4.0068 -0.0025 -0.052 -0.142 0.069 0.21
H 4.8722 -3.5031 -0.0738 0.152 -0.058 0.065 0.20
H 5.4397 -1.1113 -0.9097 0.150 0.022 0.035 0.21
H 4.6142 -1.5469 -2.4102 0.026 -0.004 -0.118 0.21
H 4.1367 -0.0986 -1.5281 0.034 0.132 -0.054 0.21
```
Forces are in eV/Å.

=====

Record 2
C20H24F6NO9P2S2W as an isolated structure in a non-equilibrium geometry. Source: OMol25; level of theory: ωB97M-V with the def2-TZVPD basis set.

Charge: +3
Spin multiplicity: 1
LUMO level: -11.80 eV
Orbital gap: 6.7 eV

```
65
Properties=species:S:1:pos:R:3:forces:R:3:nbo_charge:R:1
W -0.4805 -0.6488 0.2518 -1.176 -2.516 -0.969 1.93
O -0.7414 -1.0664 2.7531 0.120 0.057 0.490 -0.51
C -0.1701 -0.0137 2.5984 0.117 0.477 0.756 0.80
O 0.7301 0.0121 1.5459 -0.467 0.670 -0.054 -0.66
C -0.5474 1.2972 3.2278 -0.026 0.054 -0.352 -0.34
C 0.2143 2.4780 2.5918 0.013 0.020 0.115 0.09
C -0.1376 3.7755 3.3180 -0.002 0.004 0.069 -0.44
C -1.5384 4.0854 2.7410 -0.047 0.008 0.092 -0.42
C -1.7661 2.8656 1.8574 -0.098 0.049 -0.022 0.08
O -0.4647 2.5734 1.3250 0.047 0.138 -0.024 -0.55
C -2.0414 1.6336 2.7533 0.492 -0.144 -0.323 -0.33
C -2.6615 0.4829 1.9948 -0.301 0.524 1.105 0.81
O -3.5243 -0.2249 2.3035 -0.295 -0.246 -0.473 -0.36
O -1.9743 0.2993 0.6784 0.417 0.719 -0.184 -0.73
H -0.4460 1.2116 4.3088 -0.152 -0.024 0.044 0.31
H 1.2772 2.3075 2.4484 -0.006 -0.043 -0.071 0.23
H -0.1325 3.6490 4.4009 0.005 0.027 -0.040 0.24
H 0.5792 4.5534 3.0706 0.012 0.016 0.007 0.25
H -2.3120 4.2010 3.4993 0.033 0.006 -0.017 0.24
H -1.5282 4.9867 2.1337 -0.005 0.016 -0.011 0.25
H -2.4910 3.0013 1.0585 0.026 -0.019 -0.005 0.22
H -2.7170 1.8584 3.5722 0.025 -0.122 0.153 0.30
C 2.5594 -0.8458 -2.4286 -0.220 -0.365 0.068 -0.93
P 1.8810 -0.2545 -0.8514 0.234 0.802 -0.095 1.12
C 3.2176 -0.5409 0.3273 -0.085 -0.250 0.034 -0.95
C 1.7277 1.5232 -1.1251 0.046 -0.082 -0.055 -0.30
C 2.8192 2.3707 -0.9918 0.064 0.061 0.067 -0.14
C 2.7215 3.6925 -1.4090 -0.032 0.020 -0.028 -0.16
C 1.5437 4.1612 -1.9794 0.054 0.015 0.039 -0.14
C 0.4428 3.3245 -2.0975 -0.040 0.107 -0.045 -0.16
C 0.5320 2.0058 -1.6693 -0.093 -0.035 0.160 -0.43
P -0.8833 0.9003 -1.7837 0.720 0.311 -0.330 1.26
C -2.3846 1.8912 -1.7436 -0.124 -0.172 0.216 -0.96
C -0.8486 0.1188 -3.4090 -0.287 -0.195 0.095 -0.95
H 3.2994 -0.0937 -2.7043 0.044 0.008 -0.020 0.28
H 1.8253 -0.9259 -3.2254 0.061 0.035 0.017 0.26
H 3.0472 -1.8090 -2.2931 0.038 0.041 -0.010 0.28
H 4.1604 -0.3564 -0.1885 0.032 -0.003 -0.013 0.28
H 3.2005 -1.5846 0.6465 0.034 -0.003 -0.012 0.28
H 3.1379 0.0995 1.1991 -0.011 0.057 0.000 0.28
H 3.7503 2.0155 -0.5654 -0.015 0.017 -0.042 0.23
H 3.5731 4.3519 -1.3018 -0.021 0.001 -0.007 0.26
H 1.4778 5.1846 -2.3253 0.008 -0.014 0.010 0.26
H -0.4707 3.7131 -2.5325 0.019 -0.003 0.033 0.24
H -2.6214 2.1505 -2.7762 -0.012 0.062 -0.021 0.29
H -2.2233 2.7933 -1.1572 0.011 -0.023 0.011 0.28
H -3.2204 1.3278 -1.3275 0.009 -0.016 -0.074 0.29
H -0.6633 0.9156 -4.1314 -0.002 0.025 -0.029 0.29
H -1.8155 -0.3434 -3.6178 0.009 0.011 -0.009 0.29
H -0.0793 -0.6400 -3.4880 0.007 0.049 -0.046 0.25
F 0.2556 -4.9040 2.4887 -0.030 -0.043 0.067 -0.24
C -0.9643 -4.4618 2.4289 -0.001 -0.094 -0.201 0.95
F -1.8380 -5.3724 2.1573 0.018 -0.041 0.065 -0.23
F -1.2892 -3.7078 3.4252 -0.021 0.043 0.081 -0.24
S -0.9474 -3.3034 0.8437 0.236 -0.026 -0.769 2.07
O 0.3534 -2.5100 0.7754 0.126 -0.296 0.394 -0.89
O -1.9592 -2.1959 0.7954 0.382 0.143 0.462 -0.85
N -1.0943 -4.2244 -0.3813 -0.180 -0.073 0.148 -1.09
S -1.1289 -3.3869 -1.7433 0.126 0.393 0.020 2.19
O -0.8223 -1.9148 -1.4200 0.139 0.149 -0.469 -0.96
O -2.2470 -3.5492 -2.5802 0.069 -0.125 0.119 -0.76
C 0.4533 -3.9459 -2.5638 -0.320 -0.071 0.156 0.80
F 0.4855 -5.2451 -2.5678 -0.004 0.028 -0.192 -0.24
F 0.4611 -3.4224 -3.7662 0.148 -0.036 -0.097 -0.27
F 1.4428 -3.4535 -1.8269 0.130 -0.086 0.014 -0.30
```
Forces are in eV/Å.

=====

Record 3
C20H24HoN6OS as an isolated structure in a non-equilibrium geometry. Source: OMol25; level of theory: ωB97M-V with the def2-TZVPD basis set.

Charge: +1
<S²>: 6.004
Spin multiplicity: 5
LUMO level (alpha / beta): -2.99 / -2.99 eV
Orbital gap (alpha / beta): 6.2 / 6.2 eV

```
53
Properties=species:S:1:pos:R:3:forces:R:3:nbo_charge:R:1
Ho 0.3273 -0.4338 0.8109 -0.531 0.087 0.882 1.87
C 3.1303 -1.1186 -1.8854 -0.859 -0.532 0.365 -0.64
C 2.1210 -0.4222 -0.9673 1.558 -0.435 -0.733 -0.15
N 2.4241 -0.5694 0.4312 -0.715 -0.013 -0.209 -0.63
N 3.5641 0.0378 0.8513 0.621 0.219 0.188 -0.30
C 3.9079 0.2554 2.0776 -0.551 0.441 0.579 0.29
N 5.1816 0.6443 2.3945 0.627 -0.045 -0.099 -0.82
S 2.8483 0.0803 3.4314 0.165 -0.092 0.875 0.28
C 1.3328 0.6034 -1.4823 -0.300 0.499 0.011 0.16
C 1.1180 0.8231 -2.8775 -0.818 0.416 -0.135 -0.28
C 0.2901 1.8372 -3.2751 0.059 -0.279 0.076 -0.14
C -0.3166 2.7447 -2.3554 0.221 -0.300 0.164 -0.34
C -0.1099 2.4629 -1.0180 -0.721 -0.006 -0.201 0.07
N 0.5773 1.3526 -0.6196 -0.006 0.940 0.932 -0.67
H 4.1103 -0.6477 -1.9156 0.134 0.533 -0.102 0.19
H 2.7980 -1.2486 -2.9289 0.200 -0.156 0.556 0.22
H 3.3251 -2.0695 -1.3947 -0.012 -0.463 -0.419 0.22
H 4.2449 0.2611 0.1556 0.508 0.194 -0.652 0.40
H 5.9432 0.1154 1.9653 -0.316 0.543 0.396 0.41
H 5.3856 1.2072 3.2378 -0.441 -0.898 -0.912 0.43
H 1.5072 0.1260 -3.5924 0.244 0.014 -0.271 0.22
H 0.0679 1.9358 -4.3330 0.101 0.113 0.057 0.22
H -0.9406 3.5404 -2.7783 0.371 -0.164 0.690 0.23
H -0.5498 3.0746 -0.1825 0.404 -0.660 -1.009 0.20
N -2.1827 0.3585 1.1164 -0.316 0.719 0.986 -0.88
C -3.0577 0.1622 -0.0264 -0.501 1.588 -0.200 0.11
C -4.1989 0.9132 -0.2725 0.747 -0.672 0.310 -0.19
C -5.0056 0.6620 -1.3709 -1.178 -1.060 -1.616 -0.21
C -4.6613 -0.3481 -2.2509 1.036 -0.061 -0.502 -0.15
C -3.3582 -0.9926 -2.1661 -3.068 1.937 0.496 -0.11
C -2.8963 -1.8930 -3.1254 0.431 -0.587 0.601 -0.10
C -1.7792 -2.5925 -2.8254 0.137 1.072 0.508 -0.25
C -1.0011 -2.1719 -1.6852 0.269 -1.817 -2.559 0.12
N -1.3541 -1.2787 -0.8630 -1.353 1.699 1.520 -0.53
C -2.6191 -0.6864 -1.0315 1.986 -1.536 0.234 0.20
H -2.1057 1.3746 1.3489 -0.278 -1.064 -0.253 0.41
H -2.6065 -0.0933 1.9514 0.392 0.438 -0.665 0.41
H -4.4988 1.6790 0.3822 -0.210 0.806 1.005 0.22
H -5.9832 1.1572 -1.5969 1.128 -0.182 0.728 0.24
H -5.3487 -0.6229 -3.0641 0.472 0.172 0.326 0.23
H -3.4471 -2.0394 -4.0272 -0.338 -0.226 -0.415 0.23
H -1.4720 -3.3336 -3.5047 0.821 -0.851 -0.468 0.23
H 0.0025 -2.5483 -1.5892 0.313 -0.399 0.128 0.21
C 0.3960 -1.8343 4.3088 0.413 0.158 -1.419 -0.24
O 0.4273 -1.0486 3.1106 -0.071 1.777 -0.394 -0.65
C 1.1221 0.3481 3.0494 0.073 -1.211 -1.425 -0.30
C 0.6156 1.4217 3.9854 -0.475 -2.106 1.117 -0.66
H 1.1711 -2.5567 4.2520 0.841 -0.805 -0.051 0.19
H -0.5345 -2.3573 4.3340 -0.755 -0.076 0.355 0.19
H 0.6100 -1.2226 5.1369 -0.244 0.764 1.255 0.19
H 0.7925 1.1498 5.0577 -0.128 0.429 -0.512 0.19
H -0.4639 1.4778 3.8491 -0.053 0.539 0.040 0.21
H 1.1493 2.3235 3.7667 -0.032 0.601 -0.160 0.24
```
Forces are in eV/Å.

=====

> Among the records above, which one has the highest spin multiplicity?

C20H24HoN6OS

=====

> Among the records above, which one has the highest spin multiplicity?

C20H24HoN6OS